[1]
10
Properties=species:S:1:pos:R:3:forces:R:3 method="wB97M-V/def2-TZVPD" smiles="S=C(CCl)NS" lumo_ev=-0.2 e_tot_ev=-37820.9318 orbital_gap_ev=8.8 relative_energy_kj_mol=45.0
C -0.194799 0.622691 0.090892 1.32 -1.25 -0.35
C 1.252414 0.505140 0.559667 1.95 1.85 -0.58
H -2.487148 -1.105169 -1.480658 0.21 0.24 0.64
H -0.168170 -1.471727 -0.111743 0.70 0.41 0.40
H 1.447974 0.114440 1.590158 -0.62 0.72 -0.80
H 1.779573 1.515669 0.305736 -1.12 -1.86 1.12
N -0.734048 -0.648334 0.022754 0.02 1.01 -0.11
S -2.341576 -0.966021 -0.117280 -1.79 -0.31 -0.75
S -0.769996 2.072625 -0.382849 -0.42 -0.67 0.43
Cl 2.215774 -0.639316 -0.476678 -0.26 -0.16 -0.01


[2]
16
Properties=species:S:1:pos:R:3:forces:R:3 method="wB97M-V/def2-TZVPD" smiles=C[n+]1ccn(C(F)(F)F)c1F lumo_ev=-4.0 e_tot_ev=-19108.4983 total_charge=+1 orbital_gap_ev=10.6 relative_energy_kj_mol=22.5
C -0.172090 -0.524142 1.373879 0.25 -0.32 -0.05
C 0.680526 -1.168485 0.540919 -0.30 -0.10 0.96
C -0.064640 0.499431 -0.699138 -2.66 0.53 5.38
C 1.486648 -0.999926 -1.817514 0.72 -0.49 -0.90
C -1.656187 1.530663 1.225026 -0.56 0.27 0.18
N -0.711462 0.557375 0.749860 2.66 -0.33 -5.63
N 0.718073 -0.535142 -0.686291 -0.54 0.80 -0.12
F -0.340636 1.334892 -1.620794 0.24 -0.25 -0.04
F -1.466336 2.675549 0.601313 0.20 0.06 -0.19
F -1.483344 1.685290 2.522793 0.17 -0.08 0.20
F -2.899727 1.131120 1.011135 -0.01 -0.16 -0.11
H -0.441487 -0.777214 2.384210 0.06 0.02 0.09
H 1.292522 -2.025952 0.733820 0.05 -0.16 -0.05
H 1.305030 -0.377246 -2.692089 -0.09 0.01 0.15
H 2.553514 -0.977519 -1.586861 -0.17 0.08 0.11
H 1.199597 -2.028694 -2.040267 -0.04 0.13 0.03


[3]
56
Properties=species:S:1:pos:R:3:forces:R:3 method="wB97M-V/def2-TZVPD" lumo_ev=-1.0 e_tot_ev=-44588.4646 orbital_gap_ev=7.1 relative_energy_kj_mol=921.1
C -1.452969 -1.619794 -3.604254 0.04 -1.11 0.70
C -1.463520 -2.672805 -2.654657 1.00 1.24 -0.54
C -0.116639 -3.309096 -2.198622 -0.22 -2.59 -1.63
O 0.039027 -4.514864 -2.150486 -0.20 1.23 0.20
O 0.971706 -2.501042 -1.868111 -2.32 0.03 0.58
C 0.619933 -1.583376 -0.788342 1.02 2.03 0.29
C 1.900225 -0.650409 -0.602519 0.00 -0.45 -0.96
C 3.118846 -1.381248 0.090993 -0.99 -0.56 -0.03
C 2.820195 -1.977842 1.525331 1.32 0.39 0.56
C 2.971478 -0.909226 2.713410 -0.12 -1.07 0.35
C 1.583585 -0.374204 3.254911 -0.41 0.51 -1.10
C 1.080678 0.867138 2.440088 0.32 3.17 -1.66
C -0.344573 1.025341 1.915030 0.75 2.02 -0.96
C -0.775875 2.188390 1.122682 2.14 -1.35 1.27
C 0.231984 3.256553 0.814416 1.74 0.89 -0.07
N 0.099769 4.427468 0.066840 1.76 -1.54 1.39
S 1.600656 5.166998 0.063715 -0.89 -1.32 0.51
N 2.578837 4.165632 0.988087 -4.23 -1.16 -0.65
C 1.667207 3.162205 1.312926 -0.28 -1.87 0.97
C 2.019070 1.949281 2.117562 -1.29 -1.18 0.36
H -1.701731 -0.561871 -3.338085 -1.64 -1.31 -0.84
H -1.160453 -1.888980 -4.658221 1.53 0.98 1.42
H -2.406874 -3.072676 -2.196997 1.17 1.48 0.85
H 0.380919 -2.114390 0.171639 0.07 0.19 -1.07
H -0.247820 -0.914453 -1.078287 0.88 -0.97 0.30
H 1.624658 0.341147 -0.151033 0.21 -1.13 -0.12
H 2.234209 -0.418609 -1.664624 -0.41 -0.15 1.17
H 3.992976 -0.674840 0.142089 -0.75 -0.78 -0.04
H 3.378220 -2.264368 -0.572651 -0.12 1.13 0.65
H 3.636611 -2.742195 1.724661 -0.99 0.75 -0.32
H 1.851016 -2.537321 1.614826 0.82 0.62 -0.26
H 3.482232 -1.438906 3.577733 -0.59 0.60 -0.95
H 3.688098 -0.116835 2.373139 -0.84 -0.54 0.42
H 1.607065 -0.092862 4.343919 0.09 -0.35 -1.04
H 0.825925 -1.201562 3.102348 0.76 0.90 0.43
H -1.071636 0.196881 2.134859 0.73 1.02 -0.34
H -1.811346 2.282466 0.713289 1.12 -0.17 0.52
H 3.078970 1.851561 2.487146 -1.31 0.26 -0.50
C 2.680963 8.040119 1.470094 0.48 0.56 0.11
C 3.658425 9.137434 1.687518 -0.23 -0.24 -0.04
N 4.415724 9.987509 1.855870 -0.31 -0.35 -0.07
H 2.008599 7.967852 2.324913 0.06 0.01 -0.04
H 2.095201 8.237831 0.572640 0.06 0.03 0.06
H 3.207408 7.093818 1.350980 0.04 0.10 0.06
C -5.639458 -2.971688 -4.762671 0.26 0.41 0.42
C -5.048331 -2.028808 -3.779309 -0.17 -0.20 -0.23
N -4.589193 -1.297083 -3.018323 -0.24 -0.35 -0.27
H -5.422961 -3.998364 -4.467646 0.02 0.08 0.00
H -6.719663 -2.833222 -4.805030 0.07 0.02 0.03
H -5.217643 -2.788564 -5.750705 0.00 0.01 0.08
C -4.677697 -4.331495 0.592860 0.45 0.43 0.09
C -3.638718 -3.298289 0.830351 -0.26 -0.25 -0.07
N -2.833228 -2.497639 1.013087 -0.24 -0.27 -0.04
H -5.356063 -4.376926 1.444598 0.06 0.03 -0.04
H -5.246851 -4.084236 -0.303308 0.06 0.04 0.05
H -4.207177 -5.305535 0.459331 0.02 0.08 0.02